No. 1
Computed, not measured: a cluster of 2 separate species, C4H8N2O2 in total in a non-equilibrium geometry, with ωB97M-V with the def2-TZVPD basis set.

The geometry in XYZ format:
```
16
Properties=species:S:1:pos:R:3
C 0.73 1.36 1.03
C 0.17 0.18 0.25
O -0.19 -0.89 1.04
C 1.10 -0.22 -0.91
N 1.43 -1.52 -0.90
O 1.48 0.59 -1.73
H -0.01 1.74 1.74
H 1.60 1.03 1.59
H 1.04 2.15 0.35
H -0.82 0.53 -0.30
H -1.23 -0.97 1.05
H 2.07 -1.88 -1.59
H 1.09 -2.11 -0.16
C -2.69 0.09 -0.48
N -2.77 -0.65 0.40
H -3.01 0.56 -1.39
```

Calculated values
Orbital gap   9.90 eV
Largest force on an atom   2.5 eV Å⁻¹
Electronic energy   -11352.1004 eV
Structure (SMILES)   C[C@H](O)C(N)=O.C#N
ΔE to the lowest compared entry with this formula, charge and spin   194.17 kJ/mol
Multiplicity   1

=====

No. 2
Computed, not measured: an isolated molecule of C25H27N3O2 in a non-equilibrium geometry, with ωB97M-V with the def2-TZVPD basis set.

The geometry in XYZ format:
```
57
Properties=species:S:1:pos:R:3
C -1.85 -7.23 3.93
O -3.14 -6.96 4.15
C -3.59 -5.65 3.53
C -4.80 -5.24 3.72
C -5.30 -4.09 3.20
C -4.60 -3.01 2.60
C -3.27 -3.49 2.26
N -2.62 -2.74 1.32
C -1.07 -2.87 1.18
O -0.39 -3.76 1.37
C -0.67 -1.59 0.30
C -1.65 -1.07 -0.73
C -1.03 -0.04 -1.51
C 0.34 0.17 -1.38
C 0.87 1.55 -2.14
N 0.04 2.37 -2.42
C -0.36 3.05 -0.91
C 0.78 3.83 -0.40
N 1.88 4.20 -1.38
C 3.10 4.11 -1.49
C 3.68 3.90 -2.71
C 5.17 3.48 -2.87
C 5.82 3.30 -1.85
C 5.22 3.40 -0.44
C 3.77 3.81 -0.45
C 1.14 4.86 -2.46
C 0.11 3.67 -3.06
C 1.17 -0.20 -0.34
C 0.66 -1.30 0.26
C -2.88 -4.81 2.59
H -1.82 -8.29 4.41
H -1.59 -7.35 2.99
H -1.12 -6.52 4.14
H -5.52 -5.88 4.42
H -6.15 -3.77 3.58
H -4.78 -2.30 2.04
H -3.05 -1.88 1.23
H -2.54 -1.72 -0.88
H -1.61 0.25 -2.32
H 1.95 1.79 -1.98
H 0.87 1.00 -3.33
H -1.32 3.86 -0.99
H -0.62 2.22 -0.33
H 1.38 2.90 0.22
H 0.53 4.55 0.41
H 3.23 4.03 -3.67
H 5.55 3.62 -3.60
H 6.87 2.97 -1.92
H 5.92 3.16 0.53
H 3.38 3.91 0.56
H 1.51 5.42 -3.28
H 0.36 5.52 -2.21
H -0.59 4.19 -3.48
H 0.83 3.30 -4.04
H 2.23 0.06 -0.24
H 1.41 -1.63 1.21
H -1.83 -5.06 2.66
```

Calculated values
Orbital gap   7.89 eV
Largest force on an atom   19.3 eV Å⁻¹
Electronic energy   -34908.1166 eV
Structure (SMILES)   COc1cccc(NC(=O)c2ccc(CN3CCN(c4ccccc4)CC3)cc2)c1
ΔE to the lowest compared entry with this formula, charge and spin   2165.06 kJ/mol
Multiplicity   1

=====

No. 3
Computed, not measured: a structure of composition C48H55MnN3O4P2Si2 in a non-equilibrium geometry, with ωB97M-V with the def2-TZVPD basis set.

The geometry in XYZ format:
```
115
Properties=species:S:1:pos:R:3
Mn -0.20 1.37 -0.03
N -0.26 1.14 2.17
C -1.17 2.07 2.76
C -1.23 2.30 4.11
C -2.18 3.20 4.65
C -3.08 3.82 3.83
C -3.02 3.62 2.43
C -3.90 4.26 1.52
C -3.74 4.05 0.18
C -2.68 3.23 -0.27
N -1.86 2.63 0.55
C -2.04 2.78 1.89
H 0.56 1.00 2.74
H -0.73 0.24 2.06
H -0.54 1.78 4.77
H -2.21 3.36 5.71
H -3.83 4.49 4.24
H -4.68 4.91 1.89
H -4.39 4.53 -0.54
H -2.49 3.09 -1.33
C 3.55 2.09 -2.84
Si 4.10 1.07 -1.35
C 5.98 1.31 -1.26
C 3.93 -0.73 -1.85
C 3.16 1.55 0.14
C 2.51 2.84 0.02
C 3.29 4.00 -0.28
C 2.76 5.26 -0.27
C 1.41 5.42 0.02
C 0.68 4.28 0.24
N 1.18 3.03 0.21
Si 3.46 0.99 1.83
C 5.25 0.42 2.03
C 3.20 2.44 3.03
C 2.54 -0.46 2.70
H 3.76 1.54 -3.76
H 4.09 3.04 -2.89
H 2.48 2.30 -2.81
H 6.44 1.15 -2.25
H 6.45 0.62 -0.56
H 6.24 2.33 -0.94
H 4.44 -0.89 -2.80
H 2.88 -1.02 -1.97
H 4.41 -1.40 -1.12
H 4.35 3.86 -0.44
H 3.39 6.12 -0.46
H 0.93 6.39 0.06
H -0.38 4.36 0.43
H 5.96 1.21 1.77
H 5.46 -0.44 1.38
H 5.44 0.10 3.06
H 3.92 3.23 2.82
H 3.31 2.14 4.07
H 2.20 2.88 2.90
H 3.24 -1.28 2.89
H 1.72 -0.87 2.12
H 2.17 -0.14 3.68
O -2.12 0.01 0.15
P -2.69 -1.36 0.12
C -1.51 -2.62 0.64
P 0.13 -2.33 -0.11
O 0.49 -0.89 -0.08
C 1.24 -3.41 0.80
C 0.82 -4.53 1.52
C 1.76 -5.34 2.14
C 3.11 -5.05 2.04
C 3.53 -3.94 1.32
C 2.60 -3.12 0.70
C 0.05 -2.98 -1.78
C 0.10 -2.07 -2.83
C 0.04 -2.54 -4.14
C -0.07 -3.89 -4.39
C -0.11 -4.80 -3.34
C -0.03 -4.35 -2.03
C -4.10 -1.50 1.22
C -4.94 -0.39 1.29
C -6.01 -0.38 2.17
C -6.26 -1.49 2.97
C -5.43 -2.60 2.91
C -4.35 -2.60 2.03
C -3.20 -1.77 -1.55
C -3.63 -3.04 -1.93
C -3.98 -3.28 -3.25
C -3.91 -2.26 -4.18
C -3.50 -0.99 -3.81
C -3.14 -0.74 -2.49
H -1.86 -3.63 0.43
H -1.38 -2.50 1.72
H -0.23 -4.76 1.62
H 1.43 -6.20 2.71
H 3.84 -5.68 2.53
H 4.59 -3.70 1.25
H 2.91 -2.23 0.17
H 0.22 -1.01 -2.62
H 0.08 -1.83 -4.96
H -0.12 -4.25 -5.41
H -0.18 -5.87 -3.54
H -0.03 -5.06 -1.21
H -4.72 0.48 0.68
H -6.66 0.48 2.22
H -7.09 -1.48 3.66
H -5.62 -3.45 3.54
H -3.71 -3.48 1.99
H -3.68 -3.84 -1.20
H -4.29 -4.27 -3.55
H -4.18 -2.45 -5.21
H -3.44 -0.19 -4.54
H -2.77 0.24 -2.19
C -0.89 1.93 -4.22
O -1.25 2.07 -2.84
C -0.34 1.56 -1.94
O 0.67 1.04 -2.39
H -1.69 2.41 -4.79
H -0.81 0.88 -4.49
H 0.06 2.42 -4.42
```

Calculated values
Orbital gap (spin up / spin down)   5.17 / 5.12 eV
Largest force on an atom   1.4 eV Å⁻¹
Electronic energy   -128985.5090 eV
ΔE to the lowest compared entry with this formula, charge and spin   0.00 kJ/mol
Multiplicity   2

=====

No. 4
Computed, not measured: an isolated molecule of C8H6N2O in a non-equilibrium geometry, with ωB97M-V with the def2-TZVPD basis set.

The geometry in XYZ format:
```
17
Properties=species:S:1:pos:R:3
N 0.55 3.43 -0.01
C 0.58 2.28 -0.09
C 0.73 0.86 0.15
C 2.08 0.40 -0.16
C 2.37 -0.99 -0.21
C 1.19 -1.81 -0.02
C -0.25 -1.39 0.22
C -0.47 0.03 0.30
C -1.60 0.80 0.29
N -3.03 0.76 -0.14
O -3.21 -0.65 -0.23
H 2.91 1.31 -0.13
H 3.42 -1.25 -0.30
H 1.30 -2.92 -0.01
H -1.13 -2.12 0.64
H -1.35 1.84 0.22
H -4.10 -0.59 -0.52
```

Calculated values
Orbital gap   7.68 eV
Largest force on an atom   10.2 eV Å⁻¹
Electronic energy   -13415.0936 eV
Structure (SMILES)   N#Cc1ccccc1/C=N\O
ΔE to the lowest compared entry with this formula, charge and spin   599.43 kJ/mol
Multiplicity   1